(1)
{"formula": "C36H46N2O3", "method": "ωB97M-V/def2-TZVPD", "elements": ["O", "O", "O", "N", "N", "C", "C", "C", "C", "C", "C", "C", "C", "C", "C", "C", "C", "C", "C", "C", "C", "C", "C", "C", "C", "C", "C", "C", "C", "C", "C", "C", "C", "C", "C", "C", "C", "C", "C", "C", "C", "H", "H", "H", "H", "H", "H", "H", "H", "H", "H", "H", "H", "H", "H", "H", "H", "H", "H", "H", "H", "H", "H", "H", "H", "H", "H", "H", "H", "H", "H", "H", "H", "H", "H", "H", "H", "H", "H", "H", "H", "H", "H", "H", "H", "H", "H"], "xyz": [[-0.191800, -1.223377, 2.610226], [-2.933212, -0.658697, 0.531472], [-0.029287, -3.059692, 1.307601], [3.008644, -0.634306, -4.843889], [0.281117, 5.099271, 2.305365], [-0.442172, 1.550753, 1.728814], [3.104751, 1.900684, -3.537157], [-0.746965, -2.109077, 1.959524], [0.096658, 3.914291, 1.659471], [3.260170, 1.814815, -5.051847], [-5.344468, -3.897615, 1.935640], [-0.222625, 2.668397, -0.388350], [1.883917, -4.354319, 1.973293], [0.552077, 5.034121, -0.574392], [1.389945, -2.992453, 1.586009], [2.324340, -0.490002, -3.674018], [-0.039580, 5.225009, 3.710508], [1.604087, 0.890566, -1.820413], [1.993755, -2.959279, -3.545139], [0.726856, -1.351428, -2.056833], [-2.182210, -2.400614, 1.920217], [-2.973244, -4.825907, 2.011143], [2.310899, 0.760871, -2.996451], [0.439989, 4.021283, 4.502079], [3.307915, -1.917716, -5.440272], [-0.118816, 2.714226, 2.392034], [1.636370, -1.587255, -3.071761], [-2.512872, -3.572499, 2.781755], [-4.204710, -4.576910, 1.151221], [0.989297, 6.240819, 0.256653], [2.320835, -2.999225, -5.039966], [3.765293, 0.441981, -5.451681], [0.221038, 6.340962, 1.562946], [0.119753, 3.852731, 0.239344], [-0.243424, 0.161607, -0.328489], [0.648182, -0.085181, -1.394931], [-3.138569, -1.450850, 1.468250], [-5.550026, -2.415063, 1.637043], [-0.346676, 1.432491, 0.319205], [-4.505364, -1.441749, 2.179553], [0.020888, 2.689668, 3.878132], [-3.271972, -3.287341, 3.524866], [1.532298, -2.285498, 2.406463], [0.765407, 1.928961, 4.153800], [-0.905750, -0.636451, -0.024627], [-3.173999, -5.608986, 2.756082], [1.532567, 4.054711, 4.581105], [-4.908403, -0.432694, 2.018195], [0.036179, 4.086259, 5.514011], [-4.569507, -5.548923, 0.785518], [1.399398, -2.874909, -5.622021], [-6.503030, -2.119363, 2.100060], [3.976519, 2.562477, -5.398074], [0.842458, 7.159378, -0.316962], [0.654318, 7.119658, 2.197673], [2.061643, 6.160772, 0.471056], [-0.934918, 2.346540, 4.301680], [-6.282420, -4.399041, 1.655706], [-0.327789, 2.663816, -1.475373], [0.055062, -2.146819, -1.734015], [-1.129765, 5.356436, 3.839009], [3.298409, -1.785244, -6.532824], [-0.262268, 5.308873, -1.260947], [-3.934012, -3.987904, 0.263252], [1.590298, -4.561805, 3.007829], [-5.654155, -2.261460, 0.552746], [1.766302, 1.780977, -1.213797], [0.445808, 6.140456, 4.068356], [4.342158, -2.207471, -5.170633], [2.755536, -3.967387, -5.301888], [4.831150, 0.331349, -5.175264], [3.705820, 0.315193, -6.541170], [-5.211386, -4.043962, 3.017042], [2.298547, 2.015831, -5.539343], [2.975065, -4.358649, 1.911973], [-2.148151, -5.176670, 1.378097], [-0.673010, 0.666118, 2.312244], [-4.337419, -1.584952, 3.259144], [1.395614, 4.742777, -1.219120], [1.859132, -2.610689, 0.672145], [2.886241, -3.310315, -2.994659], [-0.829750, 6.620365, 1.361262], [2.618097, 2.841858, -3.258365], [1.175180, -3.649641, -3.323181], [-1.604732, -3.855122, 3.338799], [1.476628, -5.144884, 1.336555], [4.105817, 1.892067, -3.074334]], "atomic_forces_ev_per_a": [[-0.16, -0.35, -0.70], [0.14, 1.10, -0.52], [1.12, 0.18, 0.46], [-0.25, 0.05, 0.26], [0.41, 0.26, 0.01], [0.15, -0.37, -0.20], [0.63, 0.39, 0.09], [-1.25, 0.18, 0.20], [0.12, -0.74, -0.19], [-0.12, 0.02, 0.06], [-0.28, -0.16, -0.48], [1.03, -0.40, 0.18], [0.12, -0.29, 0.19], [-0.30, 0.36, -0.62], [-0.36, 0.06, -0.31], [-0.11, 0.23, 0.17], [-0.25, -0.13, 0.18], [-0.26, -0.08, -0.41], [0.01, -0.48, -0.25], [0.18, 0.17, -0.12], [-0.26, 1.36, -0.13], [0.21, 0.18, 0.28], [-0.40, -0.31, 0.36], [0.17, -0.02, 0.06], [0.20, -0.41, -0.01], [-0.19, 0.40, -0.72], [-0.17, 0.26, 0.23], [0.21, -0.53, -0.02], [-0.16, -0.29, 0.14], [0.15, 0.00, -0.01], [-0.25, -0.03, -0.07], [0.35, 0.26, 0.03], [-0.12, 0.06, -0.26], [-0.48, -0.40, 0.26], [0.18, 0.44, -0.42], [0.43, 0.24, -0.14], [0.63, -1.71, 1.22], [-0.25, 0.15, 0.33], [-0.47, 1.01, -0.24], [0.28, 0.28, -0.41], [-0.37, -0.25, 0.65], [0.14, -0.21, -0.02], [0.19, -0.03, -0.35], [-0.27, 0.10, -0.08], [-0.14, -0.19, 0.48], [-0.11, -0.07, -0.17], [-0.13, 0.09, -0.05], [0.20, -0.11, 0.12], [0.13, 0.04, 0.01], [0.13, 0.20, -0.02], [0.12, -0.03, 0.10], [0.00, -0.08, -0.22], [-0.11, 0.00, -0.04], [0.07, -0.04, 0.05], [-0.09, -0.03, -0.12], [-0.16, 0.02, 0.09], [0.23, 0.09, 0.01], [0.11, 0.06, 0.20], [0.18, -0.01, 0.23], [0.25, 0.04, 0.08], [0.16, -0.03, -0.02], [0.00, -0.08, 0.28], [0.13, 0.06, 0.13], [-0.07, -0.01, 0.26], [0.07, -0.11, -0.16], [0.04, -0.04, 0.19], [-0.14, -0.18, -0.24], [-0.13, -0.17, 0.04], [-0.27, 0.05, -0.02], [-0.15, 0.06, -0.03], [-0.22, 0.06, -0.07], [0.01, 0.04, 0.22], [-0.06, -0.03, -0.20], [0.12, -0.06, 0.06], [-0.03, -0.18, 0.07], [-0.05, 0.04, 0.11], [0.20, -0.02, -0.08], [-0.24, -0.01, -0.26], [-0.23, -0.01, 0.11], [0.11, -0.04, 0.14], [-0.35, 0.13, -0.03], [0.15, -0.05, 0.04], [0.18, -0.10, -0.03], [0.17, -0.02, 0.03], [-0.32, -0.02, 0.14], [0.11, 0.13, -0.01], [-0.18, 0.13, -0.12]], "e_above_lowest_kj_mol": 0.0, "total_energy_ha": -1734.54955, "e_lumo_ev": -1.38, "multiplicity": 1}

---

(2)
{"formula": "C36H46N5O8S3", "method": "ωB97M-V/def2-TZVPD", "elements": ["S", "S", "S", "O", "O", "O", "O", "O", "O", "O", "O", "N", "N", "N", "N", "N", "C", "C", "C", "C", "C", "C", "C", "C", "C", "C", "C", "C", "C", "C", "C", "C", "C", "C", "C", "C", "C", "C", "C", "C", "C", "C", "C", "C", "C", "C", "C", "C", "C", "C", "C", "C", "H", "H", "H", "H", "H", "H", "H", "H", "H", "H", "H", "H", "H", "H", "H", "H", "H", "H", "H", "H", "H", "H", "H", "H", "H", "H", "H", "H", "H", "H", "H", "H", "H", "H", "H", "H", "H", "H", "H", "H", "H", "H", "H", "H", "H", "H"], "xyz": [[-4.840406, 0.076403, -3.131062], [-0.284429, 4.811404, -1.849310], [-3.148381, -0.066677, -5.417357], [-1.704865, -6.876784, 2.209621], [-1.938102, -5.517422, 3.875505], [3.265049, 0.291213, 1.721157], [-0.205136, 7.785060, 5.177332], [3.214522, -5.725022, -0.289790], [-1.071464, 6.157876, 4.041806], [2.997711, -0.935513, -0.029729], [4.856662, -4.530886, -1.017356], [-2.028800, -5.807480, 2.695843], [-0.316441, 7.108192, 4.174929], [-2.457041, 1.301877, -3.217412], [4.394449, -5.563517, -0.566490], [3.035790, -0.777188, 1.178590], [-1.806549, 4.877371, -4.272924], [-2.920296, -3.551679, 2.305482], [1.168220, 7.070974, 0.759194], [4.806142, -7.876972, 0.154860], [2.782419, -1.946012, 2.033725], [7.516162, -7.583358, -0.395570], [-2.580331, 3.722193, -3.692902], [2.061824, 8.131441, 0.834871], [-3.264783, -4.127830, -0.394575], [1.410569, 8.517320, 3.116630], [-2.730061, -5.087035, 0.449066], [-5.198749, 1.353011, -1.890586], [-1.913770, 2.408119, -3.994732], [-4.200109, 1.513444, -0.755788], [-0.656757, 1.180881, -1.550039], [2.797070, -1.782965, 3.406477], [2.548755, -3.170393, 1.437362], [-3.626918, -2.886046, 0.107995], [2.183777, 8.850033, 2.014703], [7.026093, -8.789989, 0.084290], [-0.410340, 0.385744, -0.280529], [6.656567, -6.519813, -0.606910], [2.346485, -4.130745, 3.629604], [-1.387195, 0.447191, -2.666800], [2.329808, -4.271637, 2.247800], [-3.449493, -2.597298, 1.454447], [2.575737, -2.888564, 4.207092], [-0.472480, 5.204369, -3.601713], [-4.863612, 1.449879, 0.611622], [-3.384037, 0.520164, -3.945166], [-2.573866, -4.782057, 1.786257], [0.526551, 7.463947, 3.015040], [5.314217, -6.687601, -0.329717], [-0.571301, 1.284773, 0.925816], [5.673782, -8.935114, 0.360735], [0.395369, 6.730844, 1.855023], [-0.569354, 0.708400, 1.832601], [-3.442996, 0.757220, -0.823422], [2.585466, -2.782595, 5.282539], [2.179727, -4.993520, 4.259472], [-1.522834, 1.802519, 0.890978], [0.293846, 1.549194, -1.917562], [-6.134823, 1.029825, -1.468739], [-1.263302, 2.034509, -1.291115], [-2.783871, -3.341608, 3.355202], [-4.050124, -2.139707, -0.551356], [-0.717886, 0.104823, -3.438771], [-1.555996, 4.605373, -5.283533], [0.370409, 4.752719, -4.086088], [0.066441, 3.520213, -1.733653], [-3.730600, -1.628944, 1.846217], [-2.782568, 3.815644, -2.643426], [0.604585, 0.049352, -0.241789], [-2.445971, -6.057089, 0.071281], [-0.862969, 2.506904, -3.761309], [-1.857237, -0.416807, -2.239590], [-1.959757, 2.244449, -5.062233], [2.880352, 9.673273, 2.078602], [-4.259508, 1.980448, 1.324915], [-5.812887, 1.958752, 0.583995], [2.543227, -3.272602, 0.363365], [-3.687104, 2.451695, -0.830511], [2.981327, -0.814021, 3.844277], [-3.550191, 3.716990, -4.162405], [3.753105, -7.979728, 0.366594], [-0.298963, 6.261656, -3.622761], [7.026767, -5.578053, -0.981381], [0.217930, 2.012086, 0.972972], [-0.301293, 5.906517, 1.812562], [7.700237, -9.620462, 0.242490], [8.569637, -7.470930, -0.607929], [-4.995827, 0.430118, 0.922204], [2.663469, 8.397818, -0.023507], [-3.402287, -4.351699, -1.443018], [2.150769, -5.237137, 1.802910], [5.293507, -9.874616, 0.735285], [1.496672, 9.072185, 4.038268], [-1.060500, -0.460610, -0.193975], [-1.473431, 4.937722, -1.263123], [-5.372423, 2.262145, -2.427145], [-2.423965, 5.748803, -4.350731], [1.063146, 6.500673, -0.154101]], "atomic_forces_ev_per_a": [[-0.52, -0.39, 0.25], [1.55, 1.18, 0.31], [0.25, -0.33, -0.95], [-0.08, 0.36, 0.20], [0.03, -0.14, -0.34], [-0.11, -0.18, -0.13], [-0.07, -0.27, -0.31], [0.36, 0.00, -0.19], [0.23, 0.33, 0.11], [-0.07, 0.09, 0.19], [-0.18, -0.29, 0.14], [0.13, -0.20, 0.14], [-0.12, -0.07, 0.17], [0.33, 0.37, -0.35], [-0.15, 0.23, 0.01], [0.05, 0.15, -0.09], [0.21, -0.42, 0.14], [-0.02, 0.19, 0.19], [0.01, 0.07, 0.03], [-0.18, -0.14, 0.08], [0.03, -0.01, 0.01], [-0.01, -0.09, 0.03], [-0.38, -0.13, -0.48], [0.00, -0.01, -0.03], [-0.01, 0.09, 0.00], [0.12, 0.19, 0.09], [0.00, -0.13, -0.19], [0.79, -0.47, -0.08], [0.33, 0.08, 0.32], [-0.36, -0.09, 0.37], [0.07, -0.34, -0.24], [0.03, 0.14, 0.18], [-0.04, -0.11, -0.20], [0.03, 0.05, 0.02], [-0.02, -0.04, -0.06], [0.00, 0.00, 0.00], [0.27, 0.83, 0.34], [0.19, 0.12, -0.08], [-0.02, 0.01, -0.03], [-0.34, 0.45, 0.50], [-0.04, 0.06, 0.25], [-0.02, 0.03, -0.11], [-0.02, -0.10, -0.01], [-0.95, 0.02, -0.11], [0.23, 0.33, -0.45], [-0.48, 0.02, 0.39], [0.00, -0.03, 0.00], [-0.04, 0.01, 0.08], [-0.03, 0.02, -0.03], [-0.54, -0.22, -0.01], [0.09, -0.01, -0.01], [-0.09, -0.20, -0.24], [0.19, -0.18, 0.54], [0.46, -0.44, -0.02], [0.00, 0.01, 0.02], [-0.02, -0.03, 0.02], [-0.33, 0.22, 0.03], [0.51, 0.20, -0.17], [-0.54, -0.21, -0.07], [-0.45, 0.38, 0.14], [0.03, -0.09, 0.03], [-0.04, 0.03, -0.07], [0.29, -0.17, -0.50], [0.13, -0.01, -0.61], [0.55, -0.49, -0.03], [-0.74, -0.45, -0.09], [-0.01, 0.01, 0.02], [-0.03, 0.12, 0.75], [0.59, -0.65, -0.27], [0.03, -0.05, 0.08], [0.55, -0.15, 0.10], [-0.35, -0.57, 0.14], [0.02, -0.31, -0.38], [0.01, 0.02, 0.02], [0.31, 0.01, 0.57], [-0.50, 0.09, 0.09], [0.06, 0.05, -0.04], [0.33, 0.63, -0.27], [0.03, 0.05, -0.08], [-0.56, 0.05, -0.15], [-0.04, 0.08, -0.04], [0.20, 0.64, 0.09], [-0.08, 0.05, -0.01], [0.47, 0.44, 0.12], [-0.04, 0.00, 0.12], [0.01, -0.01, 0.01], [0.02, 0.01, -0.01], [-0.24, -0.44, 0.28], [0.02, 0.00, 0.00], [0.00, -0.02, -0.02], [-0.01, -0.04, -0.07], [-0.02, -0.02, 0.01], [-0.07, -0.04, 0.06], [-0.47, -0.55, -0.09], [-0.45, -0.56, -0.10], [-0.17, 0.64, -0.22], [-0.24, 0.63, 0.20], [0.15, 0.09, 0.03]], "total_charge": 1, "total_energy_ha": -3468.94669, "e_lumo_ev": -3.51, "multiplicity": 1}

---

| no. | Kohn-Sham gap (eV) |
| --- | --- |
| 1 | 3.81 |
| 2 | 7.45 |